Formula: C16H15N3NaO3
Source: the Open Molecules 2025 dataset
Level of theory: wB97M-V/def2-TZVPD

Values from the calculation:
**Gap between HOMO and LUMO**: 0.32443 Ha
**HOMO**: -12.033 eV
**Total charge**: +1
**Total energy**: -31859.7113 eV
**Lowest unoccupied orbital energy**: -3.2 eV

```
38
Properties=species:S:1:pos:R:3:forces:R:3
Na 1.3010 1.1383 1.2191 -0.4 -0.5 -0.4
O -0.8007 0.7045 -2.0743 1.1 -0.6 -2.1
C -0.4874 0.5010 -3.2579 -0.3 0.2 1.7
O 1.3649 -1.3664 -1.6909 -0.5 0.3 -1.0
C 1.0947 -1.4173 -2.8633 0.3 -0.6 -0.4
O 1.6194 -2.3758 -3.7032 0.1 0.4 0.3
N 0.2807 -0.6023 -3.6729 -0.2 0.5 1.1
C 1.2632 -2.1662 -5.0919 0.3 -0.4 0.4
C 0.4160 -0.9361 -5.0821 -0.6 1.3 0.2
H 0.6782 -3.0287 -5.4400 0.6 0.1 0.1
H 2.1693 -1.9847 -5.6900 -0.3 -0.5 0.3
H -0.5776 -1.1007 -5.4782 -0.1 0.0 -0.4
H 0.8843 -0.0757 -5.5579 0.0 -0.2 -0.4
C -0.9219 1.4432 -4.3503 -0.9 0.7 -0.6
C -1.5129 2.5778 -3.9195 0.2 0.5 0.1
H -0.8385 1.2069 -5.4573 -0.1 0.3 1.7
H -1.5304 2.7909 -2.8242 -0.1 -0.4 -1.0
H -1.9429 3.3989 -4.5524 0.6 -1.2 0.4
C -2.3566 2.7678 2.9793 0.2 -0.3 0.0
C -2.0585 2.3270 4.2792 0.1 -0.2 0.0
C -1.1618 1.2740 4.4974 0.1 -0.5 -0.7
C -0.5796 0.6599 3.3749 -0.9 0.7 -0.3
N -0.8961 1.0922 2.1326 0.8 0.2 -0.1
C -1.7240 2.1214 1.9100 0.1 -0.5 1.0
C 0.3791 -0.4993 3.4526 0.6 -1.0 -0.2
C 0.8210 -1.0802 4.6565 -0.5 0.3 -0.7
C 1.6925 -2.1700 4.5868 -0.1 -0.1 -0.1
C 2.1357 -2.6577 3.3464 -0.3 0.4 -0.1
C 1.6820 -2.0072 2.1881 -0.4 0.2 0.9
N 0.8112 -0.9933 2.2684 0.4 0.8 0.0
H -3.0626 3.5736 2.7807 0.2 -0.2 0.2
H -2.5315 2.7731 5.1534 0.0 0.1 -0.3
H -0.9314 0.8579 5.4824 -0.3 0.6 -0.2
H -1.8659 2.3749 0.8538 -0.1 0.0 0.5
H 0.4150 -0.6874 5.5928 0.5 -0.4 -0.2
H 1.9930 -2.6424 5.5231 0.1 0.0 -0.4
H 2.7973 -3.5155 3.2599 -0.1 0.2 0.2
H 1.9823 -2.2767 1.1685 -0.1 -0.1 0.5
```
Positions in Å, forces in eV/Å.

***

Formula: C5H8N
Source: the Open Molecules 2025 dataset
Level of theory: wB97M-V/def2-TZVPD

Values from the calculation:
**SMILES string**: C=C1C[C@@]12C[NH2+]2
**Gap between HOMO and LUMO**: 0.40474 Ha
**HOMO**: -14.506 eV
**Total charge**: +1
**Total energy**: -6793.9735 eV
**Lowest unoccupied orbital energy**: -3.5 eV

```
14
Properties=species:S:1:pos:R:3:forces:R:3
C -1.2099 0.1698 2.0694 0.2 0.5 0.3
C -0.4175 0.3073 1.0428 1.4 0.5 -0.9
C 0.3283 1.3178 0.2390 2.7 -1.2 2.7
C 0.3201 -0.1359 -0.1460 -1.7 2.9 1.0
C 1.0895 -0.9711 -0.9387 3.7 -3.4 -2.6
N -0.2163 -0.5958 -1.4763 -1.1 -1.2 0.0
H -1.4474 -0.7905 2.4610 -0.7 -0.5 0.2
H -1.5137 1.1037 2.5594 0.1 -0.7 0.1
H -0.2491 2.0338 -0.1962 -1.3 1.8 -1.8
H 1.3281 1.7132 0.6930 -1.9 -0.9 -0.9
H 1.9621 -0.7198 -1.6981 -1.6 -0.1 2.3
H 1.0435 -2.0395 -0.6857 0.5 0.4 0.0
H -0.1479 -0.0338 -2.2747 -0.1 1.5 -1.1
H -0.8698 -1.3592 -1.6490 -0.1 0.2 0.7
```
Positions in Å, forces in eV/Å.

***

Formula: C6H12N3
Source: the Open Molecules 2025 dataset
Level of theory: wB97M-V/def2-TZVPD

Values from the calculation:
**SMILES string**: C[C@H]1N[C@@H]2CNC=[NH+][C@H]12
**Gap between HOMO and LUMO**: 0.36234 Ha
**HOMO**: -12.969 eV
**Total charge**: +1
**Total energy**: -10879.2379 eV
**Lowest unoccupied orbital energy**: -3.1 eV

```
21
Properties=species:S:1:pos:R:3:forces:R:3
C 2.5942 -0.4109 -0.2632 0.1 -0.9 1.5
C 1.2704 -0.2474 0.4774 -0.1 -1.3 -1.3
N 0.7213 1.0383 0.7154 -2.4 -0.1 0.6
C -0.2503 0.9934 -0.3762 0.4 -1.3 0.0
C -1.6678 1.3740 -0.0534 -1.8 0.3 1.4
N -2.7129 0.2222 -0.0907 1.5 -0.2 -0.2
C -2.3018 -0.9795 0.2311 0.5 0.0 0.2
N -1.0509 -1.3151 0.2062 0.5 0.0 0.5
C -0.0243 -0.5360 -0.4690 0.9 -0.3 0.7
H 2.8676 -1.4587 -0.0080 0.1 0.5 -0.7
H 3.4478 0.1874 0.1559 -1.0 -0.1 -0.8
H 2.3526 -0.3377 -1.3039 0.8 0.4 -0.8
H 1.3514 -0.8267 1.3845 -0.5 -0.4 0.4
H 1.3086 1.8030 0.7211 1.6 1.8 0.1
H 0.1736 1.5263 -1.2026 -0.3 0.1 -1.0
H -1.6118 1.5713 1.0493 -0.3 0.6 -1.0
H -2.0663 2.2076 -0.6747 0.2 -0.7 0.7
H -3.6567 0.3237 0.2218 -0.6 1.1 -0.3
H -2.9542 -1.7566 0.5766 -0.7 0.1 0.2
H -0.7830 -2.1444 0.7173 0.1 -0.2 -0.4
H -0.0218 -1.0130 -1.4567 1.0 0.5 0.0
```
Positions in Å, forces in eV/Å.

***

Question: What is the formula in the third record?
Answer: C6H12N3

***

Question: Look up the lowest unoccupied orbital energy of the first one.
Answer: -3.2 eV

***

Question: Among the records above, which one has the lowest HOMO?
Answer: C5H8N

***

Question: Which formula does entry 3 have?
Answer: C6H12N3